[1]
{
  "formula": "C15H31F5HgOP2Te",
  "method": "ωB97M-V/def2-TZVPD",
  "molar_mass_g_mol": 712.54,
  "homo_energy_ev": [-7.272, -7.272],
  "relative_energy_kj_mol": 9.6,
  "e_lumo_ev": [-3.30, -2.71],
  "elements": ["P", "P", "C", "C", "H", "H", "H", "H", "C", "H", "H", "H", "C", "H", "H", "H", "C", "H", "H", "H", "C", "H", "H", "H", "Hg", "C", "C", "C", "C", "C", "C", "C", "C", "C", "H", "H", "H", "H", "H", "H", "H", "H", "H", "H", "H", "H", "H", "H", "H", "F", "Te", "F", "F", "F", "F", "O"],
  "positions_angstrom": [[-5.15747, -0.48760, -1.12200], [2.34012, -1.54398, -1.96795], [-0.14207, -2.81430, -2.21940], [0.68979, -2.12837, -1.25655], [0.32157, -3.45639, -2.96335], [-1.19883, -2.93210, -1.98334], [0.19693, -1.21543, -0.86671], [1.00980, -2.75416, -0.40205], [2.31003, -1.89234, -3.73178], [3.30026, -1.62701, -4.12960], [1.54858, -1.26844, -4.22120], [2.10929, -2.95002, -3.92903], [3.59831, -2.54903, -1.18383], [3.82449, -3.41503, -1.81917], [3.24040, -2.86427, -0.19931], [4.48325, -1.91861, -1.05720], [-6.93961, -0.08699, -1.27574], [-7.45357, -0.49842, -0.39841], [-7.37937, -0.46998, -2.20535], [-7.02792, 1.00754, -1.25311], [-5.25355, -2.25183, -0.63917], [-4.24246, -2.68051, -0.64302], [-5.91221, -2.84401, -1.28782], [-5.62839, -2.26889, 0.39218], [-1.79725, 0.19818, -4.16979], [-2.42622, -1.41267, -5.40136], [-2.45790, -0.18218, -6.12638], [-3.75311, 0.54940, -6.39853], [-4.61643, 0.79996, -5.13495], [-3.94567, 0.52264, -3.76760], [-4.53397, -0.66739, -3.06607], [-3.93378, -2.02213, -3.41650], [-3.66654, -2.15294, -4.93561], [-0.87868, 1.00761, -2.47218], [-1.56797, -2.07711, -5.57258], [-1.64874, 0.00697, -6.84012], [-4.35552, 0.00980, -7.15045], [-3.50035, 1.52320, -6.85019], [-4.91601, 1.86178, -5.15216], [-5.55404, 0.23059, -5.24783], [-3.99573, 1.43079, -3.14824], [-5.60658, -0.72784, -3.34356], [-4.62444, -2.82747, -3.12538], [-3.00464, -2.19929, -2.84838], [-3.50291, -3.22069, -5.16428], [-4.56642, -1.85117, -5.49968], [0.15325, 0.64544, -2.35794], [-1.48934, 0.70738, -1.60765], [-0.89696, 2.10139, -2.57743], [4.02421, 2.01678, 1.89363], [2.98708, 0.40485, 1.42315], [4.65873, -0.64679, 1.27674], [2.01917, -1.32736, 1.38267], [3.10093, 0.04000, 3.27392], [1.28253, 1.29075, 1.87666], [2.42401, -0.06327, -1.69459]]
}

***

[2]
{
  "formula": "C15H31N6O",
  "method": "ωB97M-V/def2-TZVPD",
  "molar_mass_g_mol": 311.45,
  "homo_energy_ev": -12.082,
  "total_charge": 1,
  "relative_energy_kj_mol": 0.0,
  "e_lumo_ev": -1.98,
  "elements": ["C", "H", "C", "H", "C", "H", "C", "H", "H", "C", "N", "C", "H", "H", "C", "N", "C", "H", "H", "C", "H", "H", "C", "C", "H", "H", "H", "H", "H", "H", "H", "H", "C", "N", "N", "N", "N", "C", "H", "H", "C", "O", "C", "H", "H", "H", "H", "H", "H", "H", "H", "H", "H"],
  "positions_angstrom": [[4.49166, 1.70179, -0.70953], [5.33623, 1.31905, -0.14242], [3.30126, 1.94682, 0.21176], [3.59152, 2.68691, 0.95857], [2.07143, 2.46878, -0.53498], [2.38976, 3.25551, -1.21981], [1.33387, 1.39110, -1.33160], [0.68716, 1.86517, -2.06923], [2.04965, 0.77996, -1.88096], [0.48118, 0.50609, -0.39769], [-0.67233, 1.23918, 0.07031], [-1.64942, 1.71947, -0.89438], [-1.38142, 1.36911, -1.89282], [-1.64378, 2.81668, -0.90710], [-3.07108, 1.23921, -0.56386], [-2.98947, -0.15899, -0.11038], [-2.34227, -0.22732, 1.21800], [-1.90331, -1.22098, 1.32797], [-3.08511, -0.08788, 2.00426], [-1.25793, 0.87400, 1.32948], [-0.47496, 0.53963, 2.01003], [-1.70245, 1.77728, 1.75938], [-4.25782, -0.91759, -0.19888], [-5.42644, -0.28021, 0.53600], [-5.22692, -0.15975, 1.59722], [-5.68701, 0.68597, 0.11353], [-6.29125, -0.92988, 0.43669], [-4.50243, -1.01649, -1.25873], [-4.06629, -1.91687, 0.19773], [-2.26247, -0.64208, -0.79492], [-3.69299, 1.29380, -1.45779], [-3.52425, 1.85186, 0.21731], [0.16540, -0.80822, -1.03752], [-1.02800, -1.22219, -1.42705], [-0.88239, -2.45623, -1.90885], [0.31925, -2.81303, -1.84132], [1.02641, -1.81546, -1.30062], [2.41371, -1.97736, -0.96694], [2.91326, -1.00926, -1.01215], [2.85035, -2.66632, -1.69152], [2.55386, -2.55833, 0.44146], [1.98000, -1.64925, 1.35809], [2.17492, -2.02969, 2.70380], [1.71374, -1.25742, 3.31543], [3.24085, -2.09478, 2.94142], [1.70363, -2.99571, 2.91162], [3.61943, -2.70589, 0.66064], [2.04643, -3.53240, 0.50283], [1.08827, 0.27335, 0.48493], [1.36800, 2.90819, 0.17378], [3.05545, 1.02727, 0.74880], [4.25847, 0.98373, -1.49344], [4.79662, 2.62967, -1.18655]]
}